No. 1
C5H10N2O | ωB97M-V/def2-TZVPD

For the HOMO-LUMO gap, the calculation gives 10.112 eV. Its structure (SMILES) is [H]/N=C/C(N)=O.C=CC. Its relative energy (zero: lowest compared OMol25 entry of this formula, charge and spin) is 106.9 kJ/mol.

Geometry as ORCA input:
```
! wB97M-V def2-TZVPD RIJCOSX def2/J DEFGRID3
* xyz 0 1
C 2.2490 -0.1096 0.6295
C 1.3760 0.7900 -0.1741
C -1.5494 -0.3657 0.5693
C 0.6565 1.7814 0.3199
N -2.4713 0.3921 0.1760
H -2.8490 1.0311 0.8727
H -1.1316 -0.4170 1.5783
H 2.2839 0.2040 1.6701
H 1.8622 -1.1278 0.5776
H 3.2602 -0.1182 0.2251
H 0.6736 2.0218 1.3713
H 0.0298 2.4014 -0.2991
N -1.4123 -1.2016 -1.6471
C -0.9519 -1.3533 -0.3945
O -0.1442 -2.1904 -0.0489
H -1.1150 -1.8197 -2.3821
H -2.1106 -0.4946 -1.8085
H 1.3440 0.5761 -1.2354
*
```


No. 2
C4H3ClF4O | ωB97M-V/def2-TZVPD

For the HOMO-LUMO gap, the calculation gives 10.550 eV. Its relative energy (zero: lowest compared OMol25 entry of this formula, charge and spin) is 369.9 kJ/mol.

Geometry as ORCA input:
```
! wB97M-V def2-TZVPD RIJCOSX def2/J DEFGRID3
* xyz 0 1
C 0.5676 -0.1100 -1.3410
C 4.4232 -0.8309 0.6269
C 4.2765 0.3482 0.0661
C 1.0178 -2.0699 -0.0693
O 0.8790 -1.2945 -1.2523
F 0.6395 0.4683 -0.0153
F 4.0609 -1.9694 0.0834
F 4.8157 -1.1223 1.8424
F 4.6472 1.4298 0.8081
Cl 3.4599 0.6849 -1.4352
H 0.7998 -1.5421 0.7559
H 2.0417 -2.4901 -0.0725
H 0.1864 -2.7957 -0.0180
*
```


No. 3
C17H24Cl21N2O | ωB97M-V/def2-TZVPD

For the HOMO-LUMO gap, the calculation gives 8.682 eV.

Geometry as ORCA input:
```
! wB97M-V def2-TZVPD RIJCOSX def2/J DEFGRID3
* xyz 1 1
C -0.0558 2.3473 -4.8529
C -0.6076 0.9402 -5.1741
C 0.0466 -0.2003 -4.3730
C 0.4703 0.2186 -2.9399
C 0.6005 -1.0396 -2.0618
C 0.9298 -0.7898 -0.5520
C 1.2255 0.6318 -0.1875
C 2.3219 1.3155 -0.7003
N 2.5181 2.5658 -0.3258
N 1.8323 3.2908 0.5146
C 0.7866 2.7037 1.0327
C 0.4512 1.3790 0.6813
O -0.6500 0.8275 1.2453
H 1.0279 2.3495 -4.7121
H -0.5319 2.7509 -3.9553
H -0.3069 2.9935 -5.6954
H -1.6898 0.9703 -5.0413
H -0.4366 0.7642 -6.2402
H -0.6599 -1.0417 -4.2563
H 0.9219 -0.5618 -4.9195
H -0.1900 0.9823 -2.5166
H 1.4543 0.6896 -3.0637
H -0.3364 -1.5870 -2.1593
H 1.3978 -1.6484 -2.4958
H 0.0617 -1.0997 0.0328
H 1.7386 -1.4479 -0.2243
H 2.9932 0.8555 -1.4110
H 3.3196 3.0424 -0.7463
H 0.1748 3.2624 1.7338
H -1.3904 1.4121 1.0156
C -3.6932 -0.0028 -2.3550
Cl -2.7973 -0.9860 -3.5053
Cl -2.8869 -0.0373 -0.7796
Cl -3.8620 1.6539 -2.9332
H -4.6838 -0.4271 -2.2382
C -5.5035 -4.4365 -3.3533
Cl -4.6200 -5.4437 -4.4976
Cl -4.6712 -4.3814 -1.7969
Cl -5.7082 -2.8005 -3.9895
H -6.4841 -4.8697 -3.2049
C -3.9508 -4.1841 2.0639
Cl -3.1665 -5.4542 1.1228
Cl -3.5026 -2.5859 1.4450
Cl -5.7004 -4.3852 2.0529
H -3.6084 -4.2552 3.0899
C 5.6762 4.7692 0.4628
Cl 5.0675 3.6494 1.6845
Cl 7.3422 5.2071 0.7917
Cl 5.5262 4.0406 -1.1521
H 5.0742 5.6688 0.4847
C -3.4921 -4.6322 6.6967
Cl -2.5041 -6.0889 6.6231
Cl -3.1687 -3.5906 5.2997
Cl -5.2034 -5.0372 6.7815
H -3.2259 -4.0841 7.5912
C 6.5527 0.8341 4.5810
Cl 6.6148 -0.3896 3.3099
Cl 7.7107 2.1233 4.2617
Cl 4.9174 1.4890 4.7341
H 6.8166 0.3634 5.5193
C 0.8062 2.2703 4.6224
Cl 1.8839 2.6349 5.9645
Cl -0.0171 0.7312 4.8688
Cl -0.3654 3.5722 4.3750
H 1.4097 2.1886 3.7266
*
```


No. 4
C4H7FN2S | ωB97M-V/def2-TZVPD

For the HOMO-LUMO gap, the calculation gives 9.105 eV. Its relative energy (zero: lowest compared OMol25 entry of this formula, charge and spin) is 349.3 kJ/mol.

Geometry as ORCA input:
```
! wB97M-V def2-TZVPD RIJCOSX def2/J DEFGRID3
* xyz 0 1
C -0.1421 0.7078 -0.5396
C 0.7458 0.6918 0.7586
C -0.9384 -0.6576 -0.3377
C -0.8341 -1.9042 -0.6872
H 0.5701 0.4578 -2.5063
H 1.8181 0.7805 -0.9933
H -0.9623 1.4023 -0.3813
H 0.5950 0.3808 2.7503
H -0.8969 1.1785 1.6918
H 0.4342 -2.3628 -0.9068
H -1.4705 -2.6549 -0.2242
N 0.8146 0.8736 -1.6429
N 0.0411 0.8436 1.8806
F -2.1306 -0.3978 0.3609
S 2.3561 0.6608 0.7771
*
```


Number 1: E -381.24471 Eh. Number 2: E -1088.95790 Eh. Number 3: E -10510.65234 Eh. Number 4: E -764.05215 Eh.